Below is a cluster of 4 separate species, C53H41Cl2NO10P in total, with properties calculated with wB97M-V/def2-TZVPD.

## Properties
Orbital gap   5.695 eV
LUMO level   -5.2 eV
HOMO level   -10.868 eV
Total charge   +1

Cartesian coordinates (Å):
Cl: -1.25 -7.41 -4.10
Cl: -2.42 -1.54 -2.05
P: -2.31 -2.08 -4.08
O: 5.96 -2.15 2.96
O: -0.12 -1.08 2.99
O: -7.15 -6.05 -3.89
O: -7.36 -5.84 -1.61
O: -1.51 7.70 -0.52
O: -3.26 -0.89 -4.91
O: 2.70 3.24 1.61
O: -6.73 -4.65 0.23
O: 6.30 -3.88 -2.07
O: -1.86 9.46 4.51
N: -3.11 -3.69 -4.35
C: -3.10 12.01 1.44
C: -1.61 8.10 0.63
C: -2.72 11.19 2.49
C: 0.27 2.83 0.30
C: 2.52 1.37 3.03
C: 4.15 0.85 4.73
C: -0.57 5.53 3.87
C: 0.50 -3.89 -2.83
C: 3.72 1.66 3.69
C: 1.76 0.26 3.41
C: -0.93 2.55 -0.34
C: 0.76 1.97 1.28
C: -2.46 10.30 -0.14
C: 3.38 -0.25 5.12
C: -2.96 11.58 0.12
C: -7.65 -3.16 -1.50
C: -1.34 7.67 3.07
C: -0.86 5.90 1.51
C: 6.54 -4.39 0.21
C: 4.85 -0.01 -1.41
C: -2.10 9.46 0.92
C: 4.72 0.42 -0.09
C: 5.71 -2.13 -0.63
C: 6.47 -3.93 1.53
C: 0.51 -0.07 2.70
C: 0.03 0.83 1.63
C: -2.22 9.91 2.23
C: -4.99 -5.62 -2.62
C: -1.65 1.40 -0.01
C: 7.24 -6.08 2.32
C: -0.52 5.06 2.56
C: 6.83 -4.77 2.58
C: -1.81 9.04 3.36
C: 2.04 2.27 1.95
C: -1.32 -5.60 -3.88
C: 5.59 -1.69 0.69
C: -1.27 7.21 1.76
C: 5.35 -1.29 -1.68
C: 6.19 -3.50 -0.92
C: -0.35 -5.25 -2.62
C: -4.09 -5.90 -3.92
C: 6.01 -2.56 1.82
C: 5.09 -0.41 0.96
C: -2.80 -5.00 -3.65
C: -1.17 0.54 0.97
C: -0.98 6.83 4.13
C: 7.29 -6.54 1.01
C: -4.50 -5.26 -5.33
C: -4.05 -3.73 -5.30
C: 2.20 -0.55 4.46
C: -6.56 -5.85 -2.82
C: 6.95 -5.70 -0.05
C: -7.24 -4.59 -0.92
H: -1.03 7.19 5.15
H: -0.79 -5.13 -4.80
H: 7.51 -6.73 3.14
H: -1.31 3.23 -1.10
H: -8.29 -3.34 -2.44
H: -3.50 13.00 1.64
H: -5.53 -5.53 -5.79
H: -0.30 4.87 4.70
H: 5.45 -1.62 -2.71
H: -4.00 -7.03 -4.03
H: -2.72 -4.63 -2.55
H: 1.61 -1.41 4.77
H: 4.57 0.64 -2.23
H: 0.82 3.73 0.03
H: -3.80 -5.76 -6.11
H: -0.21 4.04 2.37
H: -1.74 -0.35 1.23
H: -2.58 1.18 -0.51
H: -0.81 5.52 0.49
H: 0.49 -3.64 -3.94
H: -0.02 -3.07 -2.23
H: -3.24 12.22 -0.70
H: 6.99 -6.07 -1.07
H: 7.60 -7.56 0.80
H: -8.27 -2.59 -0.72
H: -4.02 -0.67 -4.31
H: 0.43 -6.10 -2.57
H: -4.84 -4.58 -2.17
H: 4.31 2.51 3.39
H: 4.32 1.41 0.11
H: -0.90 -5.26 -1.62
H: 6.79 -4.42 3.60
H: -4.65 -6.37 -1.81
H: -2.83 11.53 3.51
H: -6.71 -2.56 -1.77
H: 1.55 -4.01 -2.39
H: 3.71 -0.88 5.95
H: 4.98 -0.07 1.98
H: 5.08 1.07 5.24
H: -4.45 -2.90 -5.97
H: -2.36 9.97 -1.17

Below is a structure of composition C53H43BrIrN6O5P2, with properties calculated with wB97M-V/def2-TZVPD.

## Properties
Orbital gap (spin up / spin down)   4.995 / 4.748 eV
LUMO level (spin up / spin down)   -6.4 / -6.7 eV
HOMO level (spin up / spin down)   -11.434 / -11.434 eV
2S+1   2
Total charge   +2
<S²>   0.7587

Cartesian coordinates (Å):
Ir: 0.75 -0.19 -0.71
Br: 0.72 -6.24 4.92
P: -2.39 1.71 -0.40
P: 0.53 2.09 -0.88
O: -4.23 -2.55 -3.00
O: -1.29 -0.30 -1.07
O: -2.27 -2.28 -1.24
O: 2.71 0.05 -0.58
O: 1.28 -2.44 5.68
N: -1.05 2.72 -0.59
N: 1.38 -2.20 -0.98
N: 0.46 -0.52 1.24
N: 4.97 -5.76 0.60
N: 0.22 -0.55 6.33
N: 5.43 -4.68 0.20
C: 2.06 -6.07 3.60
C: -3.00 -0.32 3.06
C: 2.48 -7.19 2.90
C: -3.80 0.14 -5.37
C: 1.64 1.84 -4.77
C: -2.82 -0.02 1.72
C: -3.85 2.54 -0.96
C: 5.44 -2.36 -0.22
C: 4.75 -3.55 -0.18
C: 3.98 -5.79 1.64
C: -2.65 -0.73 -2.99
C: 3.57 -4.68 2.37
C: 2.93 3.16 -0.09
C: -2.66 2.00 3.63
C: -5.01 2.50 -0.17
C: -2.47 2.30 2.29
C: -1.28 4.17 -0.85
C: -2.05 -1.18 -1.73
C: 1.80 3.16 -5.15
C: -2.55 1.29 1.34
C: -2.71 0.83 -4.84
C: 2.71 -2.31 -0.67
C: 3.35 -3.55 -0.54
C: 3.41 -1.09 -0.51
C: 2.60 -4.70 -0.84
C: 1.57 3.09 0.20
C: -6.24 3.53 -1.97
C: 4.77 -1.13 -0.35
C: 0.68 -3.30 -1.22
C: 0.39 -2.06 3.05
C: -3.91 3.03 -2.27
C: 0.71 -1.41 5.42
C: 3.29 4.48 1.89
C: 0.54 0.49 2.12
C: 1.01 2.56 -2.55
C: 1.08 3.73 1.34
C: 0.54 -1.03 3.96
C: 1.27 -4.57 -1.18
C: -5.09 3.54 -2.76
C: 3.46 -7.05 1.93
C: 3.79 3.84 0.76
C: -3.73 -1.44 -3.55
C: 0.59 0.27 3.48
C: -2.15 0.40 -3.66
C: 1.21 3.89 -2.93
C: -4.31 -0.97 -4.73
C: 1.25 1.54 -3.47
C: 1.94 4.42 2.18
C: 2.62 -4.82 3.36
C: 0.36 -1.78 1.71
C: -2.93 0.69 4.01
C: -6.19 3.01 -0.68
C: 1.59 4.19 -4.23
H: 0.34 -3.08 3.39
H: 2.06 -8.16 3.13
H: 4.04 -3.72 2.21
H: 0.33 -0.77 7.31
H: -2.63 2.79 4.37
H: 1.54 4.92 3.06
H: 2.31 -3.98 3.97
H: 1.10 4.70 -2.21
H: -3.22 -1.34 3.36
H: -2.87 -0.81 0.98
H: -7.17 3.91 -2.36
H: -3.10 0.46 5.06
H: -4.98 2.10 0.83
H: 1.74 5.22 -4.52
H: -7.09 3.00 -0.07
H: -5.15 -1.52 -5.13
H: -4.26 0.47 -6.29
H: 2.11 3.40 -6.16
H: -5.13 3.93 -3.77
H: -3.03 3.01 -2.90
H: 5.32 -0.20 -0.32
H: 0.24 -2.57 0.99
H: 3.83 -7.90 1.38
H: -0.37 -3.18 -1.42
H: 1.12 0.50 -3.18
H: 0.67 -5.43 -1.43
H: 4.85 3.90 0.53
H: -2.28 3.33 2.00
H: -0.41 4.73 -0.52
H: -2.14 4.51 -0.29
H: -0.31 0.27 6.08
H: 6.51 -2.40 -0.07
H: -2.30 1.68 -5.37
H: 3.05 -5.68 -0.82
H: 0.72 1.12 4.14
H: 3.33 2.67 -0.97
H: 0.02 3.68 1.57
H: 3.96 5.03 2.54
H: -1.31 0.93 -3.24
H: -3.67 -2.80 -2.25
H: 0.62 1.48 1.72
H: -1.44 4.37 -1.91
H: 1.82 1.04 -5.47

Below is a structure of composition C53H43N9O5S2W, with properties calculated with wB97M-V/def2-TZVPD.

## Properties
Orbital gap (spin up / spin down)   5.745 / 6.936 eV
LUMO level (spin up / spin down)   4.0 / 4.0 eV
HOMO level (spin up / spin down)   -1.743 / -2.949 eV
2S+1   3
Total charge   -2
<S²>   2.0171

Cartesian coordinates (Å):
W: -0.09 -0.91 0.70
S: -3.04 0.41 1.51
S: -0.03 -1.97 3.87
O: 1.05 -2.52 0.89
O: -1.60 -2.04 1.13
O: 2.47 1.87 2.86
O: 4.60 2.43 2.79
O: 2.55 -4.14 0.77
N: 3.77 1.53 2.52
N: -0.22 0.73 3.61
N: -5.46 -0.58 1.02
N: -1.05 7.82 -4.46
N: -1.06 -3.23 -6.53
N: -3.88 -2.18 1.24
N: -0.58 1.48 5.65
N: 0.02 0.73 2.23
N: -0.47 0.11 5.61
C: -2.27 -6.94 1.56
C: -0.40 3.20 3.88
C: 2.27 -2.97 0.97
C: -0.38 0.90 -0.40
C: -0.82 4.40 -1.04
C: -6.79 -2.28 2.30
C: 2.92 5.33 -1.72
C: 3.34 -1.96 1.36
C: -1.15 -6.14 1.46
C: -2.54 -4.18 1.37
C: -0.93 5.58 -1.75
C: -0.47 1.96 -0.99
C: 3.24 3.33 -0.41
C: -0.74 -2.47 -4.06
C: 5.68 -1.30 1.49
C: 3.23 2.54 -1.56
C: 4.60 -1.95 -3.41
C: -0.59 3.18 -1.71
C: -0.47 3.21 -3.11
C: 3.88 -1.16 -2.52
C: 5.75 -0.01 -4.20
C: 5.40 -0.05 1.85
C: 2.89 4.56 -2.87
C: 2.87 -0.58 1.72
C: -1.56 -2.28 -1.81
C: -0.82 5.59 -3.13
C: -0.92 -2.89 -5.44
C: 0.42 -1.81 -3.67
C: 5.03 0.78 -3.30
C: 4.61 -2.29 1.25
C: -6.44 -1.67 0.95
C: -1.74 -2.69 -3.12
C: -0.59 4.39 -3.81
C: -4.14 -0.84 1.24
C: 4.01 0.33 2.06
C: 2.06 -0.14 0.49
C: -3.67 -4.98 1.47
C: -2.67 -2.68 1.24
C: 0.57 -1.40 -2.35
C: 5.54 -1.38 -4.27
C: 4.07 0.22 -2.46
C: 3.09 4.71 -0.49
C: -5.97 0.78 0.98
C: 3.04 3.18 -2.79
C: 3.32 1.05 -1.46
C: -6.38 1.33 2.34
C: -0.25 -0.39 4.38
C: -0.40 -1.63 -1.37
C: -0.95 6.83 -3.87
C: -3.54 -6.36 1.56
C: -0.41 1.82 4.41
C: 2.69 0.46 -0.46
C: -1.28 -4.76 1.36
H: -0.40 -4.13 1.26
H: 4.43 -3.02 -3.42
H: 2.73 5.02 -3.84
H: 1.79 1.29 2.40
H: 4.85 -3.29 0.93
H: -1.19 3.34 3.13
H: 1.46 -0.86 -2.09
H: -0.28 2.28 -3.62
H: 1.21 -1.61 -4.39
H: -4.42 -6.98 1.63
H: -0.30 1.62 1.88
H: -6.82 0.79 0.29
H: -0.16 -6.58 1.44
H: -0.90 4.39 0.03
H: -2.65 -3.19 -3.42
H: 3.37 2.86 0.55
H: -6.68 2.38 2.25
H: 2.21 -0.66 2.58
H: -0.54 -0.44 6.44
H: -0.56 3.90 4.70
H: -7.16 -1.52 2.99
H: 2.96 2.58 -3.70
H: 6.48 0.46 -4.85
H: -5.53 1.28 3.02
H: -0.49 4.40 -4.89
H: 0.56 3.42 3.41
H: 5.25 1.84 -3.25
H: -7.33 -1.26 0.48
H: 6.09 -1.99 -4.97
H: -2.17 -8.02 1.63
H: 3.10 5.29 0.42
H: -5.19 1.41 0.56
H: -4.64 -4.51 1.46
H: -7.55 -3.05 2.18
H: -1.10 6.52 -1.22
H: 6.17 0.69 2.03
H: 6.72 -1.59 1.35
H: 3.17 -1.63 -1.86
H: -6.04 -2.45 0.30
H: -2.38 -2.47 -1.13
H: -7.21 0.77 2.77
H: 2.80 6.41 -1.78
H: -5.90 -2.73 2.74

Below is a structure of composition C53H44AsBrCdF6N3O4S3, with properties calculated with wB97M-V/def2-TZVPD.

## Properties
Orbital gap   6.373 eV
LUMO level   1.7 eV
HOMO level   -4.689 eV
Total charge   -1

Cartesian coordinates (Å):
Cd: 1.43 0.36 1.23
Br: -11.83 -2.26 3.11
As: 1.21 2.41 -0.97
S: 1.48 2.71 2.10
S: 3.97 -0.78 -1.09
S: -0.76 -0.99 -1.71
F: 6.33 -0.59 3.74
F: 5.44 -1.93 2.32
F: 2.29 0.30 3.95
F: 3.04 -1.67 3.51
F: 6.43 -0.16 1.64
F: 4.01 -0.44 4.98
O: 0.40 -1.35 2.47
O: 0.36 -1.09 -0.79
O: 3.67 0.00 1.46
O: 2.78 0.06 -0.93
N: -1.15 0.34 1.04
N: -5.92 -1.32 2.29
N: -5.02 -1.97 2.97
C: -1.73 5.05 1.64
C: -7.71 -2.54 3.50
C: 2.78 3.55 -0.84
C: -1.41 -2.69 -1.84
C: 5.01 5.20 -0.55
C: 5.13 3.83 -0.38
C: 3.74 -1.35 -2.88
C: -8.16 -0.89 1.79
C: -9.06 -2.72 3.66
C: -1.12 2.88 -4.48
C: -3.05 -4.21 -2.67
C: 0.63 2.94 -2.81
C: -2.33 -5.26 -2.14
C: -1.88 5.11 0.26
C: -1.75 -0.56 1.84
C: -0.84 -1.43 2.59
C: -0.07 -1.01 -3.47
C: -1.02 4.40 -0.56
C: 5.61 -0.63 2.59
C: -1.90 1.10 0.28
C: 3.67 -2.44 -0.42
C: 1.42 3.65 -3.70
C: -2.83 -2.50 3.52
C: 4.02 3.01 -0.51
C: -1.16 -5.03 -1.43
C: -1.48 -2.39 3.44
C: 4.36 -4.73 -0.21
C: 3.33 -4.96 0.68
C: 1.40 -0.61 -3.49
C: -7.23 -1.61 2.55
C: -0.64 2.53 -3.24
C: 0.16 3.59 1.37
C: 2.65 -2.67 0.48
C: -3.15 -0.68 1.92
C: 2.48 -3.93 1.03
C: -0.34 3.65 -5.33
C: 4.65 1.64 2.99
C: -9.51 -1.07 1.96
C: -0.70 -3.73 -1.28
C: -2.60 -2.91 -2.52
C: 0.94 4.02 -4.94
C: 0.01 3.63 -0.02
C: -9.95 -2.00 2.89
C: 4.55 -3.47 -0.75
C: -0.71 4.32 2.19
C: 3.42 -0.41 3.77
C: 4.29 0.18 2.63
C: -3.92 0.22 1.16
C: -3.73 -1.69 2.78
C: 3.78 5.74 -0.89
C: 2.67 4.92 -1.02
C: 2.31 -1.79 -3.14
C: -3.29 1.09 0.31
H: -3.97 -4.40 -3.21
H: 2.42 3.94 -3.40
H: -4.99 0.18 1.25
H: -10.21 -0.50 1.37
H: 1.65 -0.22 -4.48
H: -0.72 3.95 -6.30
H: 1.55 4.60 -5.61
H: 5.87 5.84 -0.43
H: -0.60 -5.85 -1.01
H: -0.68 -0.27 -3.99
H: 1.56 0.18 -2.76
H: 4.00 -0.49 -3.50
H: 1.69 -4.08 1.75
H: 5.41 1.99 2.29
H: 3.77 2.26 2.88
H: -2.67 5.70 -0.18
H: -6.99 -3.09 4.09
H: -7.78 -0.18 1.08
H: 5.02 1.70 4.01
H: -2.11 2.58 -4.79
H: -2.68 -6.28 -2.27
H: -9.43 -3.44 4.38
H: -3.29 -3.23 4.17
H: 0.20 -3.52 -0.71
H: -1.37 1.77 -0.40
H: 5.04 -5.53 -0.48
H: 1.71 5.36 -1.26
H: 4.45 -2.15 -3.08
H: 3.69 6.81 -1.03
H: 5.38 -3.29 -1.42
H: 1.99 -1.86 0.75
H: 3.20 -5.95 1.10
H: 1.93 -2.28 -2.25
H: -0.84 -3.04 4.02
H: -0.56 4.27 3.26
H: -0.22 -1.99 -3.93
H: -1.15 4.45 -1.64
H: -3.84 1.78 -0.31
H: 6.09 3.40 -0.12
H: 2.28 -2.52 -3.96
H: -3.15 -2.07 -2.92
H: 4.11 1.94 -0.33
H: -2.42 5.58 2.28
H: -1.25 1.93 -2.57

Energy relative to the best compared isomer or geometry (same formula, charge and spin) across the listed records, respectively: 297.37; 230.71; 100.24; 82.78 kJ/mol.